Formula: C22H22N6O2
Source: the OMol25 dataset
Level of theory: wB97M-V/def2-TZVPD

Geometry as ORCA input:
```
! wB97M-V def2-TZVPD RIJCOSX def2/J DEFGRID3
* xyz 0 1
C 1.27 -2.04 -5.11
C 2.33 -2.50 -4.36
C 2.41 -2.18 -3.02
C 1.44 -1.40 -2.41
C 1.53 -1.09 -0.93
C 0.90 -2.17 -0.09
C 1.39 -2.44 1.17
C 0.80 -3.40 1.97
C -0.30 -4.09 1.51
C -0.82 -3.81 0.26
C -0.22 -2.86 -0.53
C 0.95 0.29 -0.55
C 1.53 1.44 -1.40
C 1.50 2.66 -0.47
C 1.53 2.09 0.96
N 1.27 0.63 0.86
C 0.36 -0.98 -3.17
C 0.28 -1.29 -4.51
H 1.21 -2.28 -6.15
H 3.10 -3.10 -4.81
H 3.22 -2.55 -2.42
H 2.60 -1.05 -0.68
H 2.24 -1.88 1.53
H 1.20 -3.60 2.95
H -0.76 -4.84 2.13
H -1.69 -4.34 -0.10
H -0.62 -2.63 -1.51
H -0.14 0.27 -0.66
H 2.56 1.20 -1.69
H 0.97 1.60 -2.33
H 2.33 3.36 -0.66
H 0.57 3.23 -0.63
H 2.52 2.22 1.42
H 0.81 2.57 1.62
H 0.55 0.31 1.53
H -0.43 -0.41 -2.70
H -0.56 -0.94 -5.10
O -0.87 -0.25 3.59
N -1.37 0.75 4.12
C -2.04 1.72 3.26
C -2.38 1.37 2.00
N -3.00 2.30 1.17
N -3.44 2.18 -0.11
N -3.84 3.37 -0.15
N -3.84 4.35 0.70
C -3.25 3.64 1.67
C -2.88 3.98 2.99
C -2.29 3.03 3.76
O -1.34 0.96 5.34
H -2.18 0.39 1.62
H -3.07 4.98 3.35
H -2.00 3.25 4.77
*
```

Results
E_LUMO in eV: -1.34
Orbital gap in eV: 7.32
HOMO in eV: -8.663
Energy relative to the best compared isomer or geometry (same formula, charge and spin) in kJ/mol: 573.9